# C6H6O2

A structure of composition C6H6O2 at a distorted geometry (wB97M-V/def2-TZVPD, the Open Molecules 2025 dataset).

**Orbital gap**: 9.068 eV
**Net charge**: 0
**HOMO energy**: -8.143 eV
**Lowest unoccupied orbital energy**: 0.924 eV

Each line ends with the natural charge from an NBO analysis.
Positions of all 14 atoms, in Å:
C -1.07002 0.13368 -2.03837  -0.59
C -0.83024 0.22523 -0.63016  0.36
C 0.29250 0.61822 1.19822  0.32
C -0.13161 -0.94980 0.02422  -0.04
C 1.22191 -0.84196 -0.22584  -0.18
C 1.74691 0.12937 0.47173  -0.22
H -1.32744 1.17437 -2.65117  0.19
H -1.34976 -0.71444 -2.69223  0.22
H 0.08515 1.25728 1.96987  0.20
H -0.66016 -1.95391 -0.22620  0.22
H 1.76877 -1.44842 -0.81756  0.22
H 2.73581 0.52785 0.64877  0.24
O -0.68881 1.19003 0.13404  -0.48
O -0.38983 -0.53142 1.23719  -0.46

# C9H14

A cluster of 2 separate species, C9H14 in total at a distorted geometry (wB97M-V/def2-TZVPD, the Open Molecules 2025 dataset).

**Spin multiplicity**: 2
**Expectation value of S²**: 0.761
**Orbital gap (spin up / spin down)**: 2.897 / 7.003 eV
**Net charge**: -1
**HOMO energy (spin up / spin down)**: 0.895 / -3.240 eV
**Lowest unoccupied orbital energy (spin up / spin down)**: 3.791 / 3.763 eV

Each line ends with the natural charge from an NBO analysis.
Positions of all 23 atoms, in Å:
C 0.04566 2.17198 -0.96388  -0.61
C -1.80750 0.27223 1.71597  -0.21
C -0.86064 -0.19968 2.60383  -0.42
C -1.52190 1.06912 0.61218  -0.35
C -0.15278 1.41512 0.28468  -0.24
C 0.50657 0.22596 2.34072  -0.32
C 0.77576 1.00865 1.26656  -0.22
H -2.86076 0.05627 1.84566  0.17
H -1.13934 -0.83893 3.43119  0.17
H -2.35141 1.41214 -0.00027  0.17
H 1.19423 -0.21000 3.07618  0.18
H 0.17499 3.28927 -0.68803  0.15
H -0.82030 2.16186 -1.60916  0.19
H 1.81609 1.27289 1.18938  0.17
H 0.83351 1.85116 -1.67674  0.18
C 0.05024 -1.70065 -1.38796  -0.64
C 1.36427 -2.14742 -1.99719  -0.62
H 0.20248 -0.72729 -0.87787  0.26
H -0.57982 -1.30315 -2.19153  0.20
H -0.23607 -2.46064 -0.67471  0.21
H 2.21695 -2.13273 -1.29781  0.20
H 1.76495 -1.31615 -2.59763  0.20
H 1.38483 -3.17001 -2.40356  0.19

# CH6NO2

A cluster of 2 separate species, CH6NO2 in total at a distorted geometry (wB97M-V/def2-TZVPD, the Open Molecules 2025 dataset).

**Orbital gap**: 12.832 eV
**Net charge**: +1
**HOMO energy**: -16.791 eV
**Lowest unoccupied orbital energy**: -3.958 eV

Each line ends with the natural charge from an NBO analysis.
Positions of all 10 atoms, in Å:
C 0.47354 1.26524 0.30929  0.56
N -0.20977 1.11220 -0.77824  -0.74
O -0.25056 -1.87229 0.06083  -0.90
O 0.48059 0.29248 1.11009  -0.59
H 0.75917 2.33907 0.58961  0.23
H -0.60119 1.87170 -1.40365  0.46
H 0.43245 -2.41206 -0.27185  0.53
H -0.51867 0.16516 -1.06246  0.43
H -0.66283 -2.12656 0.83020  0.52
H 0.09728 -0.63493 0.61618  0.49

# C2H9OS

A cluster of 2 separate species, C2H9OS in total (wB97M-V/def2-TZVPD, the Open Molecules 2025 dataset).

**Orbital gap**: 12.108 eV
**Net charge**: +1
**HOMO energy**: -15.582 eV
**Lowest unoccupied orbital energy**: -3.474 eV

Each line ends with the natural charge from an NBO analysis.
Positions of all 13 atoms, in Å:
O 1.28909 -0.89502 2.32780  -0.98
H 2.19211 -0.92491 2.65369  0.50
H 0.75820 -1.47772 2.87735  0.49
H -0.73326 -1.17871 -0.19617  0.17
C -0.30263 1.01307 0.63077  -0.74
S -0.92574 0.02844 -0.75799  0.68
C 0.41560 0.14747 -1.94174  -0.75
H 0.62550 0.53072 0.93065  0.29
H -0.11612 2.03146 0.29610  0.26
H -1.06429 0.99658 1.40424  0.27
H 1.37093 0.16645 -1.41816  0.26
H 0.26549 1.11650 -2.41388  0.27
H 0.39201 -0.68654 -2.63554  0.28

# C17H50BrN4O4

A cluster of 5 separate species, C17H50BrN4O4 in total (wB97M-V/def2-TZVPD, the Open Molecules 2025 dataset).

**Orbital gap**: 9.975 eV
**Net charge**: +3
**HOMO energy**: -16.778 eV
**Lowest unoccupied orbital energy**: -6.803 eV

Each line ends with the Löwdin charge.
Positions of all 76 atoms, in Å:
Br -0.77297 0.01723 -0.30586  -0.12
C -1.99311 1.97335 2.99862  -0.04
C -3.46394 2.00603 2.62219  -0.31
C -4.09202 3.37512 2.62130  -0.21
O -5.41699 3.18258 2.20216  -0.20
C -6.18542 4.39280 2.18237  -0.05
N -3.72463 1.37336 1.26053  0.23
H -4.11201 2.10071 0.65245  0.16
H -2.87549 0.98589 0.81100  0.00
H -4.41211 0.62717 1.35311  0.17
H -1.62781 0.94629 2.96834  0.07
H -1.88168 2.33473 4.01757  0.10
H -1.40561 2.57269 2.30193  0.07
H -4.00104 1.38251 3.33796  0.16
H -3.55594 4.04429 1.92761  0.14
H -4.06427 3.80297 3.62866  0.15
H -7.15422 4.13004 1.76998  0.10
H -5.72229 5.17963 1.58296  0.10
H -6.32274 4.75923 3.20349  0.10
C 2.37851 -1.38851 -2.18595  -0.04
C 1.64346 -1.95530 -3.37213  -0.32
C 2.12704 -3.32886 -3.78368  -0.21
O 1.32591 -3.71323 -4.86464  -0.19
C 1.49733 -5.07469 -5.27120  -0.05
N 0.14717 -2.02648 -3.18288  0.23
H -0.25978 -1.79262 -4.09079  0.17
H -0.18663 -2.94920 -2.90210  0.17
H -0.21106 -1.34357 -2.49382  0.03
H 1.91744 -0.46100 -1.84883  0.04
H 3.39593 -1.14182 -2.49468  0.11
H 2.47767 -2.10998 -1.37409  0.06
H 1.82573 -1.33409 -4.25089  0.16
H 2.02781 -4.04180 -2.94444  0.14
H 3.19304 -3.26196 -4.03131  0.15
H 2.55159 -5.27229 -5.46792  0.10
H 0.97527 -5.17664 -6.22081  0.10
H 1.03982 -5.75583 -4.55314  0.09
C -0.60574 3.80252 -2.17670  -0.03
C 0.84832 3.81620 -1.78589  -0.32
C 1.45250 5.15725 -1.50019  -0.21
O 2.79251 4.92840 -1.15093  -0.20
C 3.62712 6.09229 -1.25129  -0.05
N 1.05542 2.95348 -0.54208  0.20
H 0.73920 3.44875 0.29337  0.16
H 0.49312 2.08063 -0.61503  -0.03
H 2.04644 2.72998 -0.44268  0.16
H -1.22578 4.27269 -1.40841  0.09
H -0.95011 2.78803 -2.37835  0.07
H -0.77493 4.37296 -3.08951  0.11
H 1.45430 3.29563 -2.53006  0.16
H 0.92526 5.67068 -0.67637  0.15
H 1.35176 5.80862 -2.37687  0.15
H 3.05777 6.98637 -0.98871  0.10
H 4.02214 6.17177 -2.26299  0.10
H 4.43767 5.99097 -0.53661  0.10
C -0.48978 -2.94935 2.19761  -0.01
N 0.73379 -3.49122 2.84430  -0.37
C 1.78440 -2.43807 2.92119  0.03
C 0.36776 -3.90690 4.24357  0.03
C 1.23433 -4.70871 2.12835  -0.10
C 1.41437 -4.59368 0.62427  -0.21
O 2.47594 -3.72533 0.23655  -0.07
H -1.25692 -3.71932 2.14863  0.12
H -0.29265 -2.49581 1.22769  0.04
H -0.87621 -2.17168 2.85488  0.10
H 1.38437 -1.59470 3.47793  0.12
H 2.03196 -2.11582 1.91466  0.10
H 2.65979 -2.86814 3.39725  0.12
H -0.35344 -4.71509 4.17755  0.12
H -0.06275 -3.04934 4.75198  0.11
H 1.27038 -4.21407 4.76498  0.12
H 0.52894 -5.52192 2.31978  0.15
H 2.15993 -5.02020 2.61456  0.15
H 0.48734 -4.31323 0.13109  0.12
H 1.66240 -5.61030 0.30226  0.14
H 3.30714 -4.20303 0.33716  0.12

# C6H10N4O2

The molecule C6H10N4O2 at a distorted geometry (wB97M-V/def2-TZVPD, the Open Molecules 2025 dataset).

**Orbital gap (spin up / spin down)**: 7.151 / 7.515 eV
**Net charge**: 0
**HOMO energy (spin up / spin down)**: -7.285 / -7.728 eV
**Lowest unoccupied orbital energy (spin up / spin down)**: -0.134 / -0.213 eV

Each line ends with the natural charge from an NBO analysis.
Positions of all 22 atoms, in Å:
C 0.58688 -2.83111 0.34618  0.05
C 0.99283 -3.84247 -1.65691  0.18
C 0.74325 -1.55662 -0.24970  0.32
C -2.29722 2.80462 0.44851  -0.24
C 0.92000 1.11648 -0.27949  -0.22
C -0.04555 2.13067 0.38405  -0.10
N 0.65791 -3.96393 -0.34943  -0.48
N 1.15235 -2.76425 -2.27813  -0.13
N 0.31443 -0.53111 1.80639  -0.52
N 0.63666 -0.43541 0.52988  -0.12
O 0.88049 -1.53040 -1.67533  -0.35
O -1.34618 1.96522 -0.17500  -0.55
H 0.43105 -2.83561 1.37914  0.22
H 1.10280 -4.74884 -2.26886  0.20
H -3.08324 3.04552 -0.27302  0.20
H -1.77195 3.65941 0.68877  0.17
H -2.74504 2.29293 1.32715  0.18
H 0.44158 0.99171 -1.23224  0.25
H 1.98366 1.23235 -0.12727  0.24
H 0.32783 3.16910 -0.07955  0.19
H -0.09520 2.25989 1.49579  0.19
H 0.21264 0.37186 2.23907  0.32